The following is a DFT calculation (wB97M-V/def2-TZVPD) of a molecular structure, C15H13GaI2LaNO6S3 in a non-equilibrium geometry.

Each line ends with the Mulliken charge.
Element x y z (Å)
La: 0.07687 1.23975 -0.36557  1.355
I: -0.54086 3.71224 -1.71205  0.314
I: -2.47736 -2.64596 1.44404  0.172
Ga: -0.59320 -1.24045 0.69113  -0.005
S: -2.20245 0.66396 5.89623  1.139
S: -1.30734 1.27924 1.83446  -0.317
S: -1.74574 -0.33766 -1.39573  -0.248
O: 2.34828 0.52240 -3.11846  -0.101
O: -3.00665 1.72049 6.44004  -0.456
O: -2.39520 -0.70515 6.27876  -0.475
O: 1.23634 -1.59838 3.17636  -0.094
O: 2.92595 2.54058 0.94687  -0.057
O: 1.07557 -3.58195 -0.62202  -0.036
N: -2.28244 0.74380 4.20192  -0.292
C: -1.47401 -1.02924 -3.02153  1.431
C: 0.67450 -1.35079 2.20696  0.633
C: -0.18613 -1.82919 -3.24771  -1.365
C: 2.03793 1.91898 0.42736  0.236
C: 1.22877 1.67226 3.96378  0.428
C: -1.60713 0.12202 -4.01806  -1.489
C: 2.22834 1.88893 4.92474  -0.359
C: 0.61557 -2.61852 -0.24052  0.558
C: -0.37569 1.14728 5.74402  -0.155
C: -0.05416 1.30674 4.39073  0.849
C: 0.63397 1.36605 6.70412  -0.398
C: 1.65076 0.70318 -2.18050  0.242
C: -1.24220 1.07984 3.52805  0.082
C: -2.69315 -1.93078 -3.00672  -1.721
C: 1.94169 1.73833 6.28605  -0.576
H: 1.42076 1.78879 2.89818  -0.306
H: 2.72751 1.91072 7.02014  0.491
H: 0.10811 -1.71122 -4.30473  0.394
H: 0.40896 1.25348 7.76562  0.519
H: -0.76793 0.83458 -3.96542  0.278
H: 0.66800 -1.51098 -2.63969  0.111
H: -1.63743 -0.30515 -5.02777  0.485
H: 3.22007 2.17131 4.59176  0.494
H: -0.37165 -2.89867 -3.06452  0.388
H: -2.73326 -2.46847 -3.94705  0.475
H: -2.63744 -2.64612 -2.17834  0.417
H: -2.53558 0.68199 -3.83744  0.454
H: -3.60200 -1.33463 -2.88476  0.505

Calculated values
Energy relative to the best compared isomer or geometry (same formula, charge and spin): 46.72 kcal per mole
Frontier orbital gap (spin up / spin down): 4.184 / 4.862 eV
E_tot: -131431.15484 eV
Net charge: +4

=====

The following is a DFT calculation (wB97M-V/def2-TZVPD) of C3H6N2OS in the gas phase in a non-equilibrium geometry.

Each line ends with the Mulliken charge.
Element x y z (Å)
S: 0.50896 1.65196 0.06032  -0.373
O: 1.07559 -0.84156 -0.25053  -0.268
N: -1.32162 -1.74215 0.13200  -0.567
N: -2.30985 0.48131 -0.02354  -0.440
C: 2.46056 -0.88242 0.13779  -0.559
C: -1.30034 -0.48633 -0.12368  0.451
C: 0.15687 0.11516 -0.15845  0.367
H: 2.71725 -0.39543 1.17173  0.267
H: -2.27214 1.50975 -0.04841  0.224
H: -2.22909 -2.09307 0.32384  0.184
H: 2.58584 -1.99103 0.01110  0.254
H: -3.22502 -0.12233 0.30359  0.226
H: 3.19291 -0.25933 -0.61595  0.234

Calculated values
SMILES string: [H]/N=C(\N)C(=S)OC
Energy relative to the best compared isomer or geometry (same formula, charge and spin): 71.71 kcal per mole
Frontier orbital gap: 9.052 eV
E_tot: -19069.05704 eV

=====

Which value of E_tot does entry 2 give? -19069.05704 eV

=====

The lowest energy relative to the best compared isomer or geometry (same formula, charge and spin) belongs to which entry? C15H13GaI2LaNO6S3

=====

Please write out number 2 again, unchanged.
The following is a DFT calculation (wB97M-V/def2-TZVPD) of C3H6N2OS in the gas phase in a non-equilibrium geometry.

Each line ends with the Mulliken charge.
Element x y z (Å)
S: 0.50896 1.65196 0.06032  -0.373
O: 1.07559 -0.84156 -0.25053  -0.268
N: -1.32162 -1.74215 0.13200  -0.567
N: -2.30985 0.48131 -0.02354  -0.440
C: 2.46056 -0.88242 0.13779  -0.559
C: -1.30034 -0.48633 -0.12368  0.451
C: 0.15687 0.11516 -0.15845  0.367
H: 2.71725 -0.39543 1.17173  0.267
H: -2.27214 1.50975 -0.04841  0.224
H: -2.22909 -2.09307 0.32384  0.184
H: 2.58584 -1.99103 0.01110  0.254
H: -3.22502 -0.12233 0.30359  0.226
H: 3.19291 -0.25933 -0.61595  0.234

Calculated values
SMILES string: [H]/N=C(\N)C(=S)OC
Energy relative to the best compared isomer or geometry (same formula, charge and spin): 71.71 kcal per mole
Frontier orbital gap: 9.052 eV
E_tot: -19069.05704 eV